[1]
Computed, not measured: the molecule C6H13NS3 at a distorted geometry, with ωB97M-V/def2-TZVPD.

The geometry in XYZ format:
```
23
Properties=species:S:1:pos:R:3:forces:R:3
C 0.949415 -1.321751 0.493974 0.954 0.302 -2.194
C -0.651329 0.669283 0.035203 -3.487 -1.536 2.249
C -1.771697 -1.935313 0.574903 0.184 -1.156 0.220
C 0.681004 0.006314 -0.194532 0.249 -0.911 -0.735
C 1.631952 1.086594 0.192281 1.903 0.217 -1.309
C 0.832359 -0.319040 -1.731015 4.649 0.787 1.769
N -3.597998 -0.224413 0.396277 1.297 -0.356 0.387
S -0.212875 -2.594404 -0.092313 0.301 -0.297 0.885
S -4.825188 0.843424 -0.017363 0.065 0.508 -0.770
S -2.284297 -0.545444 -0.438329 0.144 1.470 0.933
H 2.040360 -1.534700 0.255285 -1.467 -0.455 0.002
H 0.937495 -1.195039 1.509786 -0.416 -0.045 2.828
H -1.040753 0.917483 1.104979 1.305 -0.757 -1.363
H -0.731764 1.614276 -0.452624 -0.225 0.442 -0.948
H -2.521035 -2.662222 0.217096 0.283 0.016 0.510
H -1.834409 -1.900591 1.722873 0.084 0.675 -1.857
H 1.413681 1.864247 -0.517110 0.423 0.760 -0.226
H 2.682917 0.832616 0.122288 0.432 -0.561 -0.968
H 1.729105 1.533970 1.134165 -1.347 0.364 1.942
H 0.666282 0.580612 -2.204681 -0.089 2.074 -1.505
H 0.085351 -0.935078 -1.994202 -2.262 -2.451 -1.170
H 1.925689 -0.744342 -2.083853 -2.777 0.990 1.196
H -4.227529 1.621959 -0.955982 -0.204 -0.079 0.128
```
Positions in Å, forces in eV/Å.

**LUMO level**: 0.59 eV
**ΔE to the lowest compared entry with this formula, charge and spin**: 314.8 kJ/mol
**E_tot**: -1485.57444 Ha
**F_max**: 0.0979 hartree/bohr

These are the natural (NBO) partial charges, in e, on atoms 1 to 2: -0.520, -0.519



[2]
Computed, not measured: a cluster of 2 separate species, C6H13O2 in total at a distorted geometry, with ωB97M-V/def2-TZVPD.

The geometry in XYZ format:
```
21
Properties=species:S:1:pos:R:3:forces:R:3
C -2.325372 -1.133877 0.203328 3.651 -1.316 1.779
C -1.464770 -2.096510 1.163680 0.895 -1.380 -2.157
C -2.639700 -1.942032 -1.102407 -3.885 1.484 2.081
O -2.319492 -3.126200 -1.175561 1.007 -0.571 -1.074
O -3.547425 -1.292001 -1.692180 0.612 -0.339 -1.552
H -3.177779 -0.668189 0.824559 1.304 -0.570 -1.680
H -1.453033 -0.483005 -0.058806 -1.501 0.752 -0.041
H -1.369282 -3.151017 0.656884 -1.003 1.751 1.180
H -1.892520 -2.093551 2.131219 -0.186 -0.438 1.218
H -0.362484 -1.891412 1.211701 -0.853 0.658 0.246
C 2.078979 1.342820 0.441936 -1.671 -0.414 -1.282
C 1.637908 0.713182 -0.905661 0.896 -0.900 -2.000
C 1.971182 2.880148 0.186582 0.305 -2.599 0.397
H 1.300512 0.992238 1.220903 1.773 0.412 -0.858
H 3.061693 0.851457 0.439458 0.074 0.811 1.418
H 1.710261 -0.390842 -0.866196 0.012 0.388 0.192
H 2.424341 3.532356 0.850349 1.189 1.019 1.705
H 2.424251 3.020875 -0.759501 0.002 0.596 -1.158
H 0.935940 3.087668 0.245168 -1.146 0.440 -0.604
H 0.581192 0.872139 -1.200243 0.678 0.448 -0.031
H 2.425597 0.975754 -1.815213 -2.154 -0.233 2.221
```
Positions in Å, forces in eV/Å.

**LUMO level**: 3.26 eV
**Net charge**: -1
**ΔE to the lowest compared entry with this formula, charge and spin**: 244.4 kJ/mol
**E_tot**: -386.86641 Ha
**F_max**: 0.0904 hartree/bohr

These are the natural (NBO) partial charges, in e, on atoms 1 to 2: -0.530, -0.654



[3]
Computed, not measured: a cluster of 2 separate species, C6H13O2 in total at a distorted geometry, with ωB97M-V/def2-TZVPD.

The geometry in XYZ format:
```
21
Properties=species:S:1:pos:R:3:forces:R:3
O -1.362998 -2.546369 -0.521125 -0.939 -5.106 -0.703
O -1.656155 -3.747961 -0.707880 0.705 2.361 0.363
C 0.065841 1.071853 2.019561 0.426 -0.060 0.282
C 0.786258 0.138957 1.042189 -0.175 -0.142 -0.323
C 0.133950 0.047718 -0.338481 -0.979 0.055 0.043
C 0.044895 1.441252 -0.947029 0.009 0.442 -0.270
C 0.965165 -0.811929 -1.280452 -0.029 0.018 0.097
C -1.276649 -0.543672 -0.240200 1.011 3.343 0.175
H 0.547840 0.977625 2.993937 -0.127 0.058 0.100
H 0.157021 2.121959 1.730921 0.009 -0.131 -0.054
H -0.998952 0.858821 2.149653 0.161 -0.103 -0.098
H 1.815481 0.488199 0.879928 -0.100 -0.070 0.228
H 0.842460 -0.888682 1.424383 0.056 0.192 0.232
H 1.051061 1.863134 -1.068751 -0.075 -0.018 0.008
H -0.410430 1.385715 -1.943456 0.005 0.118 0.177
H -0.530324 2.133639 -0.324392 -0.018 -0.132 -0.210
H 1.989568 -0.410898 -1.342398 -0.246 -0.304 -0.065
H 0.953067 -1.831418 -0.876955 0.372 0.087 -0.432
H 0.495604 -0.773733 -2.277371 0.318 -0.290 0.254
H -1.901066 -0.383989 -1.121190 -0.069 -0.186 0.407
H -1.711639 -0.590222 0.749110 -0.314 -0.131 -0.210
```
Positions in Å, forces in eV/Å.

**LUMO level (spin up / spin down)**: 0.89 / -0.86 eV
**2S+1**: 4
**ΔE to the lowest compared entry with this formula, charge and spin**: 115.5 kJ/mol
**E_tot**: -386.65481 Ha
**⟨S²⟩**: 3.76
**F_max**: 0.1019 hartree/bohr

These are the natural (NBO) partial charges, in e, on atoms 1 to 2: -0.012, 0.015



[4]
Computed, not measured: a cluster of 2 separate species, C6H13O3 in total at a distorted geometry, with ωB97M-V/def2-TZVPD.

The geometry in XYZ format:
```
22
Properties=species:S:1:pos:R:3:forces:R:3
O -2.215659 -0.632957 -1.530607 -0.183 0.689 0.259
C -2.702575 0.140131 -0.741510 0.268 -1.338 -0.027
C -2.113828 0.481704 0.604639 -0.182 1.072 0.639
O -0.806836 0.072378 0.835572 0.521 -1.555 2.551
H -2.844722 0.131061 1.359714 0.182 -0.177 -0.194
H -3.727443 0.549680 -0.898312 0.290 0.197 -0.025
H -2.148345 1.581161 0.700305 -0.246 0.061 -0.106
C 0.947464 1.329172 -0.684503 0.426 0.638 -0.547
C 2.205877 0.531569 -0.604260 -0.162 0.064 0.258
O 2.374215 -0.394552 -1.652528 0.227 0.070 -0.044
C 1.675904 -1.602236 -1.468187 -0.396 -0.250 0.061
H 0.839138 2.175262 -0.000907 -0.067 -0.366 -0.150
H 0.414788 1.377501 -1.637183 0.112 -0.124 0.356
H 3.082343 1.202205 -0.644398 -0.160 -0.145 -0.013
H 2.258744 0.010661 0.374946 0.055 0.078 -0.179
H 1.963489 -2.280182 -2.283020 -0.072 0.234 0.244
H 1.938312 -2.069107 -0.501289 -0.009 0.091 -0.221
H 0.583514 -1.451731 -1.488177 0.239 -0.029 0.008
C -0.494478 -0.234693 2.319515 -0.669 0.646 -2.259
H -0.625289 0.688288 2.905170 0.062 -0.317 -0.201
H 0.546502 -0.572767 2.341036 -0.315 0.197 -0.153
H -1.151115 -1.032547 2.693975 0.080 0.265 -0.257
```
Positions in Å, forces in eV/Å.

**LUMO level (spin up / spin down)**: 0.79 / 0.78 eV
**2S+1**: 2
**ΔE to the lowest compared entry with this formula, charge and spin**: 266.0 kJ/mol
**E_tot**: -461.97556 Ha
**⟨S²⟩**: 0.75
**F_max**: 0.0590 hartree/bohr

These are the natural (NBO) partial charges, in e, on atoms 1 to 2: -0.504, 0.417



[5]
Computed, not measured: a cluster of 2 separate species, C6H13O3P in total at a distorted geometry, with ωB97M-V/def2-TZVPD.

The geometry in XYZ format:
```
23
Properties=species:S:1:pos:R:3:forces:R:3
C -2.831306 1.175265 -0.622195 1.398 -2.670 -0.263
C -2.840355 0.273264 0.367782 -0.035 -0.893 -1.190
C 1.325937 -0.130996 -1.177648 0.180 2.447 0.391
C 0.672830 -1.728348 0.395143 -1.236 0.132 3.218
C 2.748670 1.444279 0.172954 -2.902 -0.674 -1.451
C 1.319942 1.229740 -0.453563 0.036 -2.442 3.228
O 1.145350 -1.314941 -0.736881 0.395 -0.555 -0.392
O -2.703832 0.703867 -1.966731 -0.696 0.426 0.538
O -2.419894 0.393915 1.668546 -0.969 0.102 -0.736
P 0.561006 -3.524572 0.618532 -0.648 0.135 0.143
H -2.515994 2.170992 -0.438326 0.023 0.980 -0.464
H -3.107568 -0.739649 0.054771 0.269 0.039 0.578
H 1.930046 -0.091113 -2.052455 0.105 -0.368 -0.856
H 0.325900 -0.967598 1.187280 0.648 -1.031 -1.543
H 2.843768 2.148309 0.924113 0.148 1.981 0.916
H 3.330481 1.475977 -0.651323 2.683 1.271 -2.341
H 3.066524 0.557093 0.584014 0.276 -2.385 1.342
H 0.949939 1.854507 -1.209666 0.044 1.635 -0.738
H 0.708264 1.351844 0.480810 -0.451 -0.598 -1.279
H -2.502749 -0.260405 -2.051048 -0.272 1.278 0.751
H -2.325509 1.337693 1.749091 0.378 0.727 0.791
H -0.742012 -3.609986 1.227193 0.174 0.110 -0.522
H 1.060555 -3.749132 1.929604 0.456 0.354 -0.123
```
Positions in Å, forces in eV/Å.

**LUMO level (spin up / spin down)**: 0.39 / 0.49 eV
**ΔE to the lowest compared entry with this formula, charge and spin**: 746.3 kJ/mol
**E_tot**: -803.24266 Ha
**F_max**: 0.0787 hartree/bohr

These are the natural (NBO) partial charges, in e, on atoms 1 to 2: 0.009, 0.068



[6]
Computed, not measured: a structure of composition C6H13OP at a distorted geometry, with ωB97M-V/def2-TZVPD.

The geometry in XYZ format:
```
21
Properties=species:S:1:pos:R:3:forces:R:3
C -0.377020 -0.545164 -1.730255 2.197 1.539 1.637
C 0.263852 -1.292093 -0.500007 -0.483 -1.074 -0.469
C -0.010047 0.931690 -1.200385 1.312 -1.177 -0.467
C -0.874289 -1.471529 0.574863 1.676 -3.076 1.162
C -1.127569 1.601011 -0.452531 2.079 1.750 -0.505
C 1.360520 0.533048 2.214247 -1.180 1.070 -2.971
O 2.794402 0.146458 -0.779062 -1.154 0.239 0.517
P 1.415671 0.175947 -0.195253 -1.230 -1.024 2.319
H 0.117968 -0.617851 -2.677474 0.538 -0.654 -0.385
H -1.394870 -0.787556 -1.874913 -1.281 0.088 0.060
H 0.770636 -2.268119 -0.776736 -0.636 1.028 0.633
H 0.565724 1.454841 -1.953704 -0.604 0.717 -0.394
H -1.472810 -0.678058 0.846018 -0.939 2.388 -0.152
H -0.464464 -1.746920 1.600286 -0.053 -0.013 -1.291
H -1.649770 -2.260158 0.369469 1.086 0.363 -0.391
H -1.131443 2.706942 -0.581019 0.055 -0.780 0.509
H -1.042101 1.250632 0.543677 -0.335 0.420 1.217
H -1.972602 1.205972 -0.875458 -2.532 -0.610 -0.779
H 0.309937 0.633894 2.663003 1.732 0.328 -0.941
H 1.827770 -0.332078 2.570593 0.636 -1.443 0.325
H 2.090508 1.359098 2.214632 -0.884 -0.078 0.365
```
Positions in Å, forces in eV/Å.

**LUMO level**: 0.60 eV
**ΔE to the lowest compared entry with this formula, charge and spin**: 159.1 kJ/mol
**E_tot**: -652.91800 Ha
**F_max**: 0.0718 hartree/bohr

These are the natural (NBO) partial charges, in e, on atoms 1 to 2: -0.411, -0.552



[7]
Computed, not measured: the molecule C6H13PS at a distorted geometry, with ωB97M-V/def2-TZVPD.

The geometry in XYZ format:
```
21
Properties=species:S:1:pos:R:3:forces:R:3
C -1.054250 -0.574114 2.282482 -1.782 -1.525 3.610
C -0.417666 0.302322 1.586337 1.638 -0.553 -3.770
P -0.125582 -0.440508 -0.344210 -0.698 0.818 2.482
S -0.818103 -2.260312 -0.631701 0.264 0.877 0.117
C 1.682551 -0.219674 -0.381943 0.699 0.971 -1.087
C 2.494180 -0.608081 0.848760 1.563 -0.805 -0.433
C -0.726132 0.814955 -1.534502 1.042 2.355 1.730
C -2.229761 0.808524 -1.658781 -1.628 2.858 -3.178
H -1.089552 -0.817498 3.442902 0.178 1.182 -2.440
H -1.755596 -1.150824 1.706311 0.035 -0.983 0.047
H 0.315875 1.030168 1.850347 0.296 0.394 0.440
H 2.104746 -0.768232 -1.297863 -0.771 0.904 1.180
H 1.768285 0.896956 -0.526248 0.176 -1.012 -0.225
H 2.581913 0.101380 1.668411 -0.786 0.117 -0.009
H 2.165462 -1.588484 1.197259 0.102 0.102 0.289
H 3.579097 -0.710493 0.556134 -1.054 -0.134 0.028
H -0.336427 1.877863 -1.215062 -0.673 -1.990 -0.142
H -0.075681 0.592133 -2.346026 -0.178 -0.191 -1.536
H -2.805466 1.860537 -1.930029 2.152 -1.971 0.657
H -2.590345 0.242031 -2.548407 0.209 -0.390 1.258
H -2.667547 0.611353 -0.724171 -0.785 -1.025 0.982
```
Positions in Å, forces in eV/Å.

**LUMO level**: 0.79 eV
**ΔE to the lowest compared entry with this formula, charge and spin**: 53.4 kJ/mol
**E_tot**: -975.88372 Ha
**F_max**: 0.0889 hartree/bohr

These are the natural (NBO) partial charges, in e, on atoms 1 to 2: -0.369, -0.448



[8]
Computed, not measured: the molecule C6H14, with ωB97M-V/def2-TZVPD.

The geometry in XYZ format:
```
20
Properties=species:S:1:pos:R:3:forces:R:3
C 2.806066 0.323718 -0.185219 0.059 0.029 0.008
C 1.440672 -0.345396 -0.352624 -0.041 -0.043 -0.064
C 0.312058 0.397468 0.364274 0.012 0.025 0.013
C -1.034710 -0.337899 0.362035 0.008 -0.030 0.021
C -2.109101 0.504054 1.051039 -0.038 0.029 0.037
C -1.484787 -0.714346 -1.051235 -0.005 -0.021 -0.061
H 2.724216 1.415821 -0.243853 -0.015 -0.155 -0.034
H 3.501073 0.003632 -0.968248 -0.053 0.016 0.149
H 3.258146 0.079288 0.782081 -0.091 0.072 -0.096
H 1.201324 -0.410768 -1.420826 0.035 0.024 0.145
H 1.489977 -1.381791 0.011819 -0.015 0.148 -0.057
H 0.180375 1.382172 -0.112228 0.007 -0.131 0.066
H 0.604907 0.600538 1.405439 -0.031 -0.052 -0.150
H -0.908354 -1.268543 0.936274 -0.008 0.112 -0.070
H -3.062234 -0.034775 1.100402 0.134 0.073 0.002
H -1.818312 0.772524 2.073218 -0.023 -0.039 -0.143
H -2.282886 1.435225 0.496165 0.038 -0.123 0.071
H -2.480478 -1.171908 -1.034287 0.134 0.068 0.006
H -1.537219 0.177511 -1.690165 0.003 -0.110 0.091
H -0.800728 -1.426526 -1.524058 -0.110 0.108 0.066
```
Positions in Å, forces in eV/Å.

**LUMO level**: 1.23 eV
**ΔE to the lowest compared entry with this formula, charge and spin**: 5.2 kJ/mol
**E_tot**: -237.00943 Ha
**F_max**: 0.0033 hartree/bohr

These are the natural (NBO) partial charges, in e, on atoms 1 to 2: -0.604, -0.398